Record 1
Density functional theory data (wB97M-V/def2-TZVPD) for 2 unconnected molecules or ions with the total composition C2H5Cl2OP at a distorted geometry.

Structure (XYZ):
```
11
Properties=species:S:1:pos:R:3:forces:R:3
Cl -1.952 1.632 -1.905 0.5 0.0 0.0
Cl -1.399 2.309 0.858 0.1 -0.2 -0.3
P -0.075 -0.901 1.554 -0.3 -0.4 0.3
O 1.123 -0.850 -0.882 2.0 -0.7 -1.1
C -0.719 1.712 -0.667 -3.0 -1.8 1.4
C -0.033 -0.891 -0.252 -0.2 1.8 1.9
H 1.205 -0.415 1.731 0.6 0.5 0.2
H 0.058 2.354 -0.823 2.3 1.2 -1.2
H -0.798 -1.510 -0.578 -1.4 -0.9 -1.6
H 1.358 -1.635 -1.427 -0.7 0.7 0.4
H -0.790 0.292 1.829 0.2 -0.2 0.0
```
Forces are in eV/Å.

Output
relative energy (zero: lowest compared OMol25 entry of this formula, charge and spin)	6.330	eV
total charge	0
HOMO energy (alpha / beta)	-0.311 / -0.277	Eh
Kohn-Sham gap (alpha / beta)	8.60 / 7.03	eV

Record 2
Density functional theory data (wB97M-V/def2-TZVPD) for a molecular structure, C28H36N3 at a distorted geometry.

Structure (XYZ):
```
67
Properties=species:S:1:pos:R:3:forces:R:3
N -0.785 0.003 2.546 -0.2 -0.1 0.3
N 5.074 7.173 4.224 0.1 0.3 0.2
N 3.691 -0.036 6.967 0.1 0.7 -0.8
C -3.680 0.116 2.041 0.1 0.0 -0.1
C 4.231 0.759 4.915 -0.6 0.1 -0.6
C 3.246 -0.075 8.342 -0.1 0.1 0.4
C -2.980 -1.217 2.284 0.0 0.1 0.3
C 4.853 3.610 5.103 -0.5 0.0 0.2
C 4.768 -0.574 5.042 -0.4 -0.5 0.5
C 4.392 -1.061 6.321 -0.3 0.5 -0.8
C 5.449 -2.800 4.438 0.1 0.7 -0.1
C 2.739 0.663 2.090 -2.3 -1.8 -0.5
C 4.954 5.185 2.792 -0.3 -0.1 0.4
C 5.041 -3.273 5.703 -0.2 0.6 0.3
C -1.459 1.296 2.420 0.0 0.4 -0.1
C 5.334 -1.440 4.105 0.3 -0.7 0.4
C 4.510 -2.397 6.669 0.5 -0.7 -0.2
C 4.401 1.550 3.691 3.2 0.0 2.6
C -2.953 1.252 2.744 0.3 0.1 0.3
C 1.458 1.048 2.670 -1.0 0.0 -0.3
C 4.607 3.840 2.708 0.6 0.1 0.2
C 5.045 5.798 4.072 -0.2 -0.4 0.0
C 4.578 3.028 3.862 -0.8 0.2 -1.1
C 5.009 4.979 5.226 0.1 0.2 -0.5
C 1.296 -1.311 2.308 0.1 0.0 -0.3
C 3.561 1.030 6.116 0.3 -0.9 -0.4
C 4.085 7.825 5.062 0.2 0.0 0.1
C 0.561 -0.014 2.592 0.5 0.0 -0.4
C 2.759 -0.871 2.300 0.8 0.2 0.8
C 6.043 8.049 3.596 -0.2 0.0 -0.2
C -1.484 -1.178 1.997 0.1 -0.2 -0.3
H 1.177 2.075 2.890 0.0 -0.2 -0.4
H 2.254 0.376 8.433 0.1 -0.2 -0.1
H 1.013 -1.749 1.333 0.0 0.3 0.4
H -0.947 2.001 3.089 -0.3 -0.2 -0.2
H 2.996 1.918 6.367 0.1 -0.2 0.2
H -3.137 -1.530 3.322 0.0 0.1 0.0
H 3.415 7.074 5.498 0.2 0.3 -0.1
H 5.584 8.659 2.802 0.2 -0.1 0.1
H -3.077 1.161 3.829 0.0 0.0 -0.1
H 3.482 8.530 4.465 0.1 -0.2 0.2
H 6.450 8.746 4.348 0.0 -0.3 -0.2
H 3.588 1.247 2.749 0.3 0.2 0.0
H 4.571 8.393 5.872 -0.2 -0.1 -0.1
H 4.208 -2.738 7.663 0.1 -0.1 -0.4
H -1.031 -2.085 2.416 -0.1 0.3 -0.1
H 1.113 -2.072 3.085 -0.1 0.2 -0.3
H 3.927 0.477 9.005 -0.1 -0.2 -0.2
H -1.334 1.680 1.388 0.1 -0.2 0.2
H -3.373 2.219 2.453 0.0 -0.1 0.1
H 3.424 -1.442 1.642 -0.3 0.3 0.0
H 5.345 1.187 3.225 -1.0 -0.1 -0.4
H 4.372 3.397 1.733 0.2 0.2 0.3
H 5.060 5.794 1.891 -0.2 -0.2 0.3
H 5.632 -1.046 3.133 0.0 -0.3 0.2
H 2.872 0.922 1.021 0.8 0.7 0.8
H 6.867 7.463 3.171 -0.2 0.2 0.1
H 5.855 -3.494 3.698 -0.1 0.2 0.3
H 4.926 2.979 5.988 0.0 0.3 -0.3
H -3.424 -1.993 1.653 0.1 0.0 0.1
H -3.733 0.319 0.966 0.0 0.0 0.0
H -4.703 0.058 2.419 0.0 0.0 -0.2
H 3.112 -1.042 3.325 0.1 0.1 -0.3
H 5.132 -4.333 5.926 0.0 0.2 0.0
H -1.329 -1.226 0.901 0.0 0.2 0.3
H 3.213 -1.116 8.672 -0.1 0.2 0.0
H 5.136 5.430 6.215 0.0 -0.1 -0.5
```
Forces are in eV/Å.

Output
relative energy (zero: lowest compared OMol25 entry of this formula, charge and spin)	3.512	eV
total charge	+1
HOMO energy	-0.365	Eh
Kohn-Sham gap	5.86	eV

Record 3
Density functional theory data (wB97M-V/def2-TZVPD) for C4H6ClF in the gas phase at a distorted geometry.

Structure (XYZ):
```
12
Properties=species:S:1:pos:R:3:forces:R:3
Cl -0.596 -2.193 0.171 -1.0 -1.3 0.3
F 0.567 -0.385 1.635 -0.9 -0.8 -0.7
C 1.481 -0.609 -0.711 -2.7 -2.1 0.8
C -1.527 1.298 0.710 0.7 0.1 -0.8
C -0.801 0.573 -0.135 0.1 -2.6 2.2
C 0.072 -0.658 0.347 4.4 4.2 -2.0
H 2.211 0.117 -0.472 0.5 0.9 0.8
H 1.970 -1.643 -0.749 -0.9 1.5 0.0
H -1.447 1.148 1.784 -0.1 0.1 -0.2
H -2.120 2.101 0.285 -0.1 0.0 0.4
H 1.041 -0.316 -1.675 0.3 -0.5 0.1
H -0.851 0.567 -1.189 -0.2 0.6 -1.0
```
Forces are in eV/Å.

Output
relative energy (zero: lowest compared OMol25 entry of this formula, charge and spin)	1.117	eV
total charge	0
SMILES string	C=C[C@@](C)(F)Cl
HOMO energy	-0.376	Eh
Kohn-Sham gap	11.18	eV

Record 4
Density functional theory data (wB97M-V/def2-TZVPD) for a gas-phase ion, C8H12N5O2 (charge +1) at a distorted geometry.

Structure (XYZ):
```
27
Properties=species:S:1:pos:R:3:forces:R:3
O -3.211 1.611 -0.117 -1.4 -1.1 0.8
O 1.513 0.592 -0.778 -1.1 -1.2 0.4
N 1.616 -1.773 -0.732 -1.0 1.7 -0.6
N 2.908 0.665 -0.845 -0.3 -0.4 -1.1
N -3.139 -0.657 0.432 -0.5 1.1 -0.9
N 4.701 1.142 0.470 1.0 0.4 1.7
N 2.867 -0.193 1.259 0.3 0.0 1.1
C -1.091 -1.890 0.181 1.5 -0.3 -1.2
C 0.996 -0.607 -0.621 -0.2 -1.6 0.2
C -1.209 0.467 -0.364 2.4 0.9 -1.0
C -0.426 -0.708 -0.312 -2.8 1.0 1.5
C -4.641 1.458 0.107 -0.4 4.9 2.0
C 3.497 0.538 0.453 -0.6 -0.1 -0.6
C -2.552 0.492 0.064 1.6 -2.2 -1.0
C -2.491 -1.813 0.350 3.2 2.0 0.6
H 2.536 -1.752 -1.097 1.1 -0.4 -0.1
H 0.990 -2.565 -0.855 0.6 0.1 0.0
H -3.020 -2.660 0.576 -1.3 -2.0 0.6
H -4.973 1.405 1.169 1.0 -0.7 -0.5
H 4.970 1.701 1.267 -0.1 -0.6 0.4
H 3.014 1.506 -1.406 0.6 0.0 0.5
H -4.932 2.535 -0.079 -0.2 -1.3 -0.4
H 3.351 -0.416 2.141 -0.2 0.4 -0.6
H -0.444 -2.832 0.338 -1.7 1.4 -0.2
H 5.037 1.600 -0.327 0.2 0.4 -1.5
H -5.208 0.786 -0.451 -0.1 -1.3 -1.3
H -0.659 1.369 -0.825 -1.5 -1.2 1.0
```
Forces are in eV/Å.

Output
relative energy (zero: lowest compared OMol25 entry of this formula, charge and spin)	3.098	eV
total charge	+1
SMILES string	[H]/N=C(\N)NOC(=[NH2+])c1ccnc(OC)c1
HOMO energy	-0.450	Eh
Kohn-Sham gap	7.93	eV

Record 5
Density functional theory data (wB97M-V/def2-TZVPD) for 14 unconnected molecules or ions with the total composition C37H90BrIN15O29P2 at a distorted geometry.

Structure (XYZ):
```
175
Properties=species:S:1:pos:R:3:forces:R:3
I -0.264 0.229 -5.081 0.0 0.0 0.0
Br 5.020 2.074 -4.842 -0.2 -0.2 0.0
P 2.818 1.964 -5.268 -0.4 0.9 -0.3
P 2.755 -0.174 -0.328 -0.2 0.3 1.5
O -2.760 5.574 -0.126 0.0 0.0 0.0
O 9.423 2.920 -1.287 0.0 0.0 0.0
O 1.411 -0.319 3.410 0.1 0.1 -0.2
O 2.747 0.741 -6.361 0.3 -0.4 0.3
O 8.007 4.547 -1.344 0.0 0.0 0.0
O 3.184 3.558 -11.287 0.0 0.0 0.0
O 1.550 -5.832 5.944 0.0 0.0 -0.1
O -1.629 6.869 1.172 0.0 0.0 -0.1
O -1.924 -7.003 0.954 0.0 0.1 -0.1
O 6.034 0.978 -15.042 0.0 0.0 0.0
O 1.172 -3.557 3.444 0.0 0.0 0.0
O 0.485 -5.459 7.783 0.1 -0.1 -0.1
O -2.097 4.564 -7.375 0.0 0.0 0.0
O 3.933 0.739 -1.096 -0.1 -0.3 -0.5
O 6.516 -0.472 3.287 0.0 0.0 0.0
O -4.903 -4.346 -0.009 0.0 -0.1 0.0
O -4.167 -10.529 -2.439 0.0 0.1 0.0
O 4.502 1.967 -16.193 0.0 0.0 0.0
O -4.792 3.722 7.155 -0.1 0.1 0.1
O -2.233 -10.340 -1.512 0.1 -0.1 -0.1
O -0.152 3.802 -7.910 0.0 0.0 0.0
O 0.479 -0.027 5.323 0.1 0.1 0.1
O -3.427 -7.792 2.272 0.0 0.0 0.1
O 2.767 -3.326 2.021 0.0 -0.1 0.0
O -3.610 0.528 -1.952 0.5 0.0 -0.1
O -4.331 5.750 6.588 0.0 0.0 0.0
O 4.791 -0.497 1.997 0.1 0.0 -0.1
O 4.736 2.547 -10.186 0.0 0.0 0.0
O -3.170 -3.715 -1.120 0.0 0.0 0.1
N -4.864 4.924 7.300 0.0 0.0 0.0
N 1.437 -5.864 7.155 0.0 0.0 0.1
N 1.398 -0.392 4.620 -0.1 -0.1 -0.1
N -1.356 3.695 -7.764 0.0 0.0 0.0
N 1.454 -0.103 -3.910 0.0 0.1 -0.2
N 4.972 1.553 -15.155 0.0 0.0 0.0
N 5.852 -0.035 2.373 0.0 0.0 0.1
N -2.957 -10.574 -2.462 0.0 -0.1 0.0
N -3.784 -3.892 -0.082 0.1 0.0 0.0
N 3.262 -1.790 -0.683 0.1 0.5 0.1
N 1.880 -3.970 2.556 0.0 0.0 0.0
N 3.671 3.128 -10.265 0.1 0.0 0.0
N -2.668 6.403 0.760 0.0 -0.1 0.1
N -2.991 -7.555 1.171 0.0 0.0 0.0
N 8.568 3.588 -1.828 0.0 0.0 0.0
C 1.171 -0.856 -2.628 -0.6 -0.1 0.3
C -3.641 0.760 5.627 0.1 0.1 -0.3
C 2.258 1.123 -3.675 0.6 -0.2 0.1
C -2.388 -3.499 5.971 0.6 0.1 0.6
C 1.605 2.126 -2.736 0.0 0.1 -0.3
C 1.202 0.014 -1.367 0.6 0.3 -1.0
C -3.653 -0.746 -2.543 -0.2 -0.2 0.2
C -5.670 5.442 8.441 -0.1 -0.1 0.1
C -2.292 -10.940 -3.742 -0.1 -0.1 -0.1
C -3.936 6.863 1.388 0.0 0.1 0.1
C -3.803 -7.957 -0.008 -0.1 0.0 -0.1
C -0.708 4.245 3.528 -0.1 -0.7 0.0
C 0.442 3.625 -0.082 0.9 0.0 0.6
C -3.721 1.640 -2.817 -0.3 0.2 0.4
C -2.769 1.543 4.621 -0.2 0.2 0.1
C -2.449 3.005 4.995 0.2 -0.6 0.1
C 0.782 1.512 -1.583 0.3 -0.3 0.3
C -0.901 -3.130 6.158 -0.5 0.5 -0.6
C -3.059 -0.627 5.860 -0.7 -0.3 0.1
C 2.572 -6.455 7.917 0.0 0.0 0.1
C 2.589 -1.000 5.268 0.0 0.0 0.2
C -1.968 2.374 -8.075 0.1 -0.2 -0.1
C -3.315 -2.875 7.031 -0.6 0.1 -0.8
C 1.128 2.272 -0.277 -0.9 0.2 -0.2
C -0.254 3.385 2.333 0.0 0.2 0.2
C -4.038 -1.627 6.490 0.7 0.0 0.2
C 6.356 1.174 1.663 0.1 0.1 0.1
C 0.688 4.109 1.362 -0.9 -0.2 -0.5
C -1.381 2.679 -2.543 -0.9 -0.1 0.2
C 1.651 -5.370 2.104 0.1 -0.1 -0.1
C -3.086 -3.526 1.181 0.0 0.0 0.1
C -0.975 3.391 4.785 -0.1 0.7 -0.1
C 2.919 3.311 -8.995 -0.1 0.2 0.0
C -2.896 2.788 -2.267 0.5 -0.1 -0.5
C 8.146 3.192 -3.201 0.1 -0.1 -0.1
C 4.189 1.762 -13.906 -0.1 0.1 0.0
C -0.760 1.531 -1.756 0.4 0.2 -0.1
H 2.692 -7.478 7.576 0.0 0.0 -0.1
H -1.158 3.081 1.800 0.0 -0.1 -0.2
H -2.709 2.519 -8.855 -0.1 0.1 0.1
H 2.685 -2.006 4.870 0.0 0.0 -0.1
H -2.441 2.019 -7.162 -0.1 0.1 0.0
H -0.646 3.950 5.660 0.0 0.1 0.1
H -6.080 4.597 8.980 0.0 0.0 0.0
H -3.266 1.527 3.649 0.1 -0.1 -0.2
H -2.165 -0.588 6.479 0.2 0.2 -0.1
H -2.470 -4.583 5.986 -0.2 -0.1 0.0
H -2.763 -2.609 7.929 0.1 -0.2 0.2
H -4.712 -8.425 0.348 0.0 0.0 0.1
H -2.706 -3.141 4.994 -0.1 -0.3 -0.2
H -0.683 -2.274 5.521 0.2 0.1 0.0
H -4.769 1.949 -2.867 -0.1 0.0 -0.1
H -1.269 2.554 -3.620 0.2 0.0 -0.1
H 2.330 -6.417 8.973 0.0 0.0 0.0
H -3.104 -1.426 -1.897 0.1 -0.1 0.0
H -0.634 3.569 -0.193 -0.1 0.1 -0.3
H -4.576 -1.127 7.295 -0.2 -0.1 0.1
H -4.753 -1.966 5.740 -0.2 0.2 -0.1
H 2.360 -5.596 1.317 0.0 0.1 0.0
H -3.245 3.700 -2.748 -0.1 0.2 0.2
H -6.455 6.066 8.025 0.0 0.1 0.0
H -4.088 -3.608 7.259 0.0 0.0 0.4
H 8.719 2.322 -3.500 0.0 0.0 0.0
H 0.444 5.169 1.381 0.2 0.2 0.1
H -3.116 3.666 4.443 0.0 0.2 0.0
H -1.655 4.714 3.264 0.1 0.4 -0.1
H -4.674 -1.126 -2.617 -0.1 0.0 -0.1
H -1.705 -11.833 -3.557 0.1 0.0 0.0
H 3.606 0.540 -6.761 0.0 -0.1 0.0
H -3.208 -8.652 -0.592 0.0 0.1 0.1
H 0.812 1.634 0.549 0.1 -0.1 0.2
H 0.203 -1.336 -2.742 -0.1 0.0 -0.1
H 3.450 -0.397 4.997 0.0 0.0 -0.1
H 8.332 4.033 -3.862 -0.1 0.1 0.0
H -2.183 -4.129 1.226 0.0 0.0 0.0
H 3.273 2.282 -14.156 0.0 0.0 0.0
H 2.728 2.320 -8.595 0.0 0.0 0.0
H 4.799 2.349 -13.228 0.0 -0.1 0.0
H 3.552 3.886 -8.324 0.0 -0.1 0.0
H 6.485 0.909 0.619 -0.1 0.0 0.0
H -4.023 -7.055 -0.575 0.1 0.0 0.0
H -2.846 -2.468 1.128 0.0 0.0 0.0
H -3.403 1.403 -3.840 0.1 -0.2 -0.1
H 2.427 -1.006 6.339 0.0 0.0 0.0
H -3.061 2.855 -1.194 -0.2 0.2 0.1
H 3.457 -5.869 7.691 0.0 0.0 -0.1
H -3.059 -11.117 -4.486 0.0 0.0 0.0
H 1.993 3.832 -9.200 0.0 0.0 -0.1
H -0.352 2.501 4.734 0.0 -0.2 0.1
H -1.104 0.573 -2.141 -0.1 -0.1 -0.2
H 0.424 -0.385 -0.717 0.1 -0.2 0.3
H -2.684 3.159 6.042 -0.1 0.0 0.1
H 4.241 -1.791 -0.959 0.0 -0.2 -0.2
H -2.782 -1.016 4.879 0.3 -0.1 0.0
H -0.963 3.648 -2.283 0.3 0.0 0.0
H 1.795 -6.012 2.968 -0.1 0.0 0.1
H -3.736 1.321 6.554 0.0 0.0 0.2
H -1.650 -10.110 -4.022 0.1 0.0 0.1
H 0.198 2.462 2.693 0.1 -0.1 0.1
H 3.172 0.783 -3.185 -0.1 -0.3 0.0
H -5.006 6.028 9.067 0.0 0.1 0.0
H -0.241 -3.935 5.865 0.1 -0.1 0.0
H -4.423 5.990 1.810 0.0 0.0 -0.1
H -4.654 0.652 5.236 -0.1 0.0 0.0
H -1.163 1.579 -0.745 -0.1 -0.2 0.1
H 0.628 -5.438 1.749 -0.1 0.0 0.1
H 4.593 0.195 -1.542 0.0 0.1 -0.1
H -3.693 7.589 2.155 0.0 0.0 0.0
H 7.296 1.468 2.114 0.0 0.0 0.0
H -3.742 -3.740 2.017 0.0 0.0 0.0
H 2.446 2.646 -2.280 0.1 0.2 -0.1
H 0.860 4.355 -0.778 -0.2 0.1 -0.2
H 3.986 0.781 -13.486 0.1 0.0 0.0
H 1.728 3.946 1.635 0.1 0.2 0.1
H -3.196 -0.774 -3.537 0.1 0.1 -0.1
H 3.276 -2.228 0.241 -0.1 -0.3 -0.1
H 1.899 -1.665 -2.569 0.2 0.1 0.0
H 0.006 5.044 3.717 0.2 0.0 0.1
H 7.083 2.972 -3.145 0.0 0.1 0.0
H -1.837 0.994 4.510 0.1 0.0 -0.1
H 1.070 2.875 -3.324 -0.3 0.0 0.1
H 2.199 2.450 -0.191 0.2 -0.2 0.0
H -1.182 1.703 -8.403 0.0 0.0 0.0
H 5.603 1.949 1.769 -0.1 0.0 -0.1
H 2.010 -0.713 -4.508 0.0 0.0 -0.1
H -0.700 -2.820 7.179 0.1 -0.2 0.2
H -4.546 7.302 0.604 0.0 -0.1 0.0
```
Forces are in eV/Å.

Output
total charge	+1
HOMO energy	-0.388	Eh
Kohn-Sham gap	5.67	eV

The calculation returns the following M values, one per record and in order: 146.9, 414.6, 108.5, 210.2, 1478.0 g mol⁻¹.